## P
11
Properties=species:S:1:pos:R:3:mulliken_charge:R:1 method="wB97M-V/def2-TZVPD" e_homo_ev=-8.8 gap_ev=8.40 e_lumo_ev=-0.437 multiplicity=1
O -2.134 -1.212 -0.537 -0.46
C -1.895 -0.154 -0.008 0.00
C -0.660 0.500 0.103 0.57
C 0.197 1.471 -0.106 -0.48
N 1.303 0.819 -0.520 -0.49
C 1.552 -0.409 -0.110 0.06
N 0.618 -1.137 0.393 -0.48
H -2.708 0.373 0.492 0.29
H 0.204 2.561 -0.093 0.36
H 2.571 -0.746 -0.284 0.40
H 0.951 -2.065 0.671 0.22

## Q
11
Properties=species:S:1:pos:R:3:mulliken_charge:R:1 method="wB97M-V/def2-TZVPD" e_homo_ev=-9.1 gap_ev=8.52 e_lumo_ev=-0.607 multiplicity=1
O -1.947 -0.479 1.796 -0.59
C -1.160 -0.094 0.954 0.42
C 0.031 -0.915 0.583 -0.21
C 0.754 -0.314 -0.374 0.57
N 0.686 0.780 -1.047 -0.60
C -0.428 1.468 -0.634 -0.14
N -1.295 1.119 0.269 -0.46
H 0.236 -1.866 1.055 0.41
H 1.631 -1.245 -1.019 0.10
H 2.075 -0.874 -0.445 0.10
H -0.583 2.419 -1.139 0.39

## R
11
Properties=species:S:1:pos:R:3:mulliken_charge:R:1 method="wB97M-V/def2-TZVPD" e_homo_ev=-11.3 gap_ev=11.14 e_lumo_ev=-0.157 multiplicity=1
N 2.472 0.763 0.340 -0.35
C 1.662 0.067 -0.103 0.16
C 0.661 -0.738 -0.807 -0.10
O -0.430 -1.152 -0.097 -0.32
C -1.286 -0.120 0.161 -0.10
C -0.873 0.876 1.152 0.16
N -0.607 1.751 1.860 -0.35
H 1.116 -1.636 -1.263 0.28
H -0.006 0.231 -1.551 0.18
H -1.054 0.562 -1.032 0.17
H -2.267 -0.562 0.413 0.28

## S
11
Properties=species:S:1:pos:R:3:mulliken_charge:R:1 method="wB97M-V/def2-TZVPD" e_homo_ev=-9.5 gap_ev=9.96 e_lumo_ev=0.489 multiplicity=1
O -1.305 -0.582 -2.222 -0.42
C -0.657 0.033 -1.451 0.67
C 0.433 -1.414 -0.495 -0.58
C 0.343 -1.289 0.729 -0.09
N -0.335 0.711 1.244 -0.61
C 0.035 1.457 0.259 0.12
N -0.257 1.158 -1.023 -0.48
H 0.710 -2.033 -1.326 0.38
H 0.357 -1.466 1.781 0.41
H 0.055 1.054 2.122 0.23
H 0.621 2.371 0.383 0.37

Tell me which of them is the most stable. Sure, it is S.

## P
11
Properties=species:S:1:pos:R:3:mulliken_charge:R:1 method="wB97M-V/def2-TZVPD" smiles="O=Cc1cnc[nH]1" e_homo_ev=-9.4 gap_ev=9.74 e_lumo_ev=0.354 multiplicity=1
O -2.702 0.162 -0.296 -0.46
C -1.793 -0.284 0.368 -0.20
C -0.388 0.015 0.073 0.41
C 0.135 1.080 -0.621 -0.21
N 1.491 0.972 -0.739 -0.59
C 1.797 -0.157 -0.141 -0.14
N 0.709 -0.766 0.398 -0.07
H -2.016 -0.959 1.216 0.29
H -0.417 1.935 -0.991 0.41
H 2.790 -0.593 -0.100 0.37
H 0.706 -1.639 0.899 0.18

## Q
11
Properties=species:S:1:pos:R:3:mulliken_charge:R:1 method="wB97M-V/def2-TZVPD" smiles="[H]/N=C1/N=COC1=C" e_homo_ev=-9.6 gap_ev=9.09 e_lumo_ev=-0.465 multiplicity=1
H -2.347 -0.970 -0.556 0.28
N -1.406 -1.609 -0.239 -0.62
C -0.339 -0.904 0.090 0.42
N 0.963 -1.600 0.341 -0.50
C 1.906 -0.664 -0.064 0.11
O 1.464 0.696 -0.214 -0.35
C 0.096 0.531 0.047 0.58
C -0.895 1.459 0.083 -0.66
H 3.107 -0.489 -0.282 0.29
H -1.859 0.892 0.612 0.18
H -0.689 2.657 0.182 0.26

## R
11
Properties=species:S:1:pos:R:3:mulliken_charge:R:1 method="wB97M-V/def2-TZVPD" smiles="O=c1cc[nH]cn1" e_homo_ev=-9.4 gap_ev=9.87 e_lumo_ev=0.430 multiplicity=1
O 2.287 -1.405 0.145 -0.56
C 1.240 -0.835 -0.075 0.44
C 1.107 0.634 -0.071 -0.39
C -0.107 1.182 0.084 -0.21
N -1.222 0.361 0.113 -0.16
C -1.063 -0.968 -0.193 0.01
N 0.058 -1.563 -0.357 -0.47
H 2.004 1.238 -0.115 0.36
H -0.296 2.251 0.127 0.37
H -2.010 0.613 0.688 0.24
H -1.997 -1.509 -0.347 0.36

Tell me which of them is the most stable. Sure, it is R.

## P
10
Properties=species:S:1:pos:R:3:mulliken_charge:R:1 method="wB97M-V/def2-TZVPD" e_homo_ev="-5.0 / -5.0" gap_ev="9.23 / 9.23" e_lumo_ev="4.203 / 4.204" multiplicity=1 charge=-1
C -0.029 -0.373 0.071 0.53
C 1.355 0.094 -0.081 -0.66
N -1.884 -1.378 -0.087 -0.34
N -2.151 -0.179 0.141 -0.39
N -0.565 -1.573 -0.146 -0.46
N -1.053 0.527 0.210 0.24
O -0.749 2.390 0.317 -0.58
H 1.231 1.199 0.291 0.31
H 1.692 -0.125 -1.148 0.15
H 2.153 -0.581 0.432 0.21

## Q
10
Properties=species:S:1:pos:R:3:mulliken_charge:R:1 method="wB97M-V/def2-TZVPD" e_homo_ev="-1.7 / -1.7" gap_ev="5.78 / 5.81" e_lumo_ev="4.105 / 4.120" multiplicity=1 charge=-1
C -0.971 0.766 -0.052 0.49
C 1.372 -0.158 0.007 -0.75
N -2.175 0.378 -0.030 0.22
N -2.711 -0.712 0.006 -0.70
N -0.426 -1.591 0.038 -0.95
N -0.010 -0.453 0.094 0.73
O -0.487 1.927 -0.186 -0.80
H 1.625 1.030 0.087 0.27
H 1.988 -0.564 0.879 0.24
H 1.795 -0.623 -0.843 0.25

Tell me which of them is the most stable. Sure, it is P.

## P
12
Properties=species:S:1:pos:R:3:mulliken_charge:R:1 method="wB97M-V/def2-TZVPD" smiles="O=C1CCC(=O)N1Cl" e_homo_ev=-10.4 gap_ev=10.78 e_lumo_ev=0.405 multiplicity=1
O 0.080 2.235 0.610 -0.51
C 0.473 1.144 0.384 0.34
C 1.942 0.594 0.458 -0.47
C 1.843 -0.882 0.145 -0.29
C 0.361 -1.114 -0.258 0.32
O -0.134 -2.115 -0.692 -0.56
N -0.322 0.067 -0.118 0.04
Cl -2.031 0.043 -0.254 0.01
H 2.445 0.774 1.381 0.29
H 2.585 1.237 -0.166 0.27
H 2.060 -1.551 0.956 0.32
H 2.402 -1.067 -0.752 0.23

## Q
12
Properties=species:S:1:pos:R:3:mulliken_charge:R:1 method="wB97M-V/def2-TZVPD" smiles="C=C=C(Cl)CON=O" e_homo_ev=-9.4 gap_ev=9.38 e_lumo_ev=-0.066 multiplicity=1
C 0.109 1.408 1.705 -0.60
C -0.286 0.784 0.658 0.21
C -0.949 0.097 -0.264 0.15
Cl -2.673 0.360 -0.353 -0.20
C -0.449 -0.968 -1.253 -0.29
O 0.863 -1.427 -1.023 -0.22
N 1.730 -0.439 -0.449 0.28
O 2.805 -0.855 -0.232 -0.37
H 0.157 0.903 2.678 0.23
H 0.549 2.474 1.833 0.22
H -1.244 -1.778 -1.100 0.28
H -0.613 -0.561 -2.200 0.30

Tell me which of them is the most stable. Sure, it is P.